Here is C8H10NO7P in the gas phase in a non-equilibrium geometry from the OMol25 dataset. Energies are from ωB97M-V with the def2-TZVPD basis set.

Element x y z (Å)
O: 0.66315 -1.98850 1.48359
C: -0.18868 -1.10970 1.39916
O: -1.53219 -1.37266 1.43762
C: 0.13648 0.37946 1.29778
O: -1.06955 1.25144 1.30325
C: 0.90450 0.70771 -0.03187
C: 0.23379 0.18036 -1.28482
C: 0.57222 -1.05970 -1.83730
C: -0.08226 -1.46820 -3.01874
C: -1.06591 -0.64831 -3.56329
N: -1.40874 0.47990 -3.02294
O: -2.27302 1.14660 -3.54013
C: -0.82686 0.89616 -1.87326
P: 1.26555 0.70591 2.71154
O: 2.71221 0.40007 2.57413
O: 1.02706 2.25947 3.10788
O: 0.85480 -0.16378 3.99655
H: -1.53047 -2.34655 1.38285
H: -1.82283 0.71474 0.96987
H: 1.00288 1.79783 -0.14088
H: 1.90797 0.26474 -0.01128
H: 1.34870 -1.66939 -1.41996
H: 0.18703 -2.43691 -3.49046
H: -1.58024 -0.95060 -4.47376
H: -1.19139 1.83478 -1.44638
H: 0.06419 2.30055 2.99917
H: 1.69163 -0.10542 4.49168

The HOMO energy comes out at -8.74 eV. The largest force on an atom comes out at 4.78 eV Å⁻¹. Its SMILES is O=C(O)[C@](O)(Cc1ccc[n+]([O-])c1)P(=O)(O)O.